{"formula": "C78H201N15O24", "method": "the ωB97M-V functional and the def2-TZVPD basis", "species": ["C", "O", "C", "C", "N", "C", "C", "O", "C", "H", "H", "H", "H", "H", "H", "H", "H", "H", "H", "H", "H", "H", "H", "H", "C", "O", "C", "C", "N", "C", "C", "O", "C", "H", "H", "H", "H", "H", "H", "H", "H", "H", "H", "H", "H", "H", "H", "H", "C", "O", "C", "C", "N", "C", "C", "O", "C", "H", "H", "H", "H", "H", "H", "H", "H", "H", "H", "H", "H", "H", "H", "H", "C", "O", "C", "C", "N", "C", "C", "O", "C", "H", "H", "H", "H", "H", "H", "H", "H", "H", "H", "H", "H", "H", "H", "H", "C", "O", "C", "C", "N", "C", "C", "O", "C", "H", "H", "H", "H", "H", "H", "H", "H", "H", "H", "H", "H", "H", "H", "H", "C", "O", "C", "C", "N", "C", "C", "O", "C", "H", "H", "H", "H", "H", "H", "H", "H", "H", "H", "H", "H", "H", "H", "H", "C", "O", "C", "C", "N", "C", "C", "O", "C", "H", "H", "H", "H", "H", "H", "H", "H", "H", "H", "H", "H", "H", "H", "H", "C", "O", "C", "C", "N", "C", "C", "O", "C", "H", "H", "H", "H", "H", "H", "H", "H", "H", "H", "H", "H", "H", "H", "H", "C", "O", "C", "C", "N", "C", "C", "O", "C", "H", "H", "H", "H", "H", "H", "H", "H", "H", "H", "H", "H", "H", "H", "H", "C", "C", "C", "O", "C", "N", "H", "H", "H", "H", "H", "H", "H", "H", "H", "H", "H", "C", "C", "C", "O", "C", "N", "H", "H", "H", "H", "H", "H", "H", "H", "H", "H", "H", "C", "C", "C", "O", "C", "N", "H", "H", "H", "H", "H", "H", "H", "H", "H", "H", "H", "C", "C", "C", "O", "C", "N", "H", "H", "H", "H", "H", "H", "H", "H", "H", "H", "H", "C", "C", "C", "O", "C", "N", "H", "H", "H", "H", "H", "H", "H", "H", "H", "H", "H", "C", "C", "C", "O", "C", "N", "H", "H", "H", "H", "H", "H", "H", "H", "H", "H", "H"], "xyz": [[5.64247, -2.69873, 2.23491], [5.41035, -3.25360, 0.96296], [4.15703, -3.95820, 0.97175], [3.91042, -4.73780, -0.34858], [3.80352, -3.84299, -1.52242], [3.49404, -4.44858, -2.73880], [3.61832, -3.51728, -4.00149], [4.84828, -2.82450, -3.98601], [5.93329, -3.71116, -4.00996], [6.70772, -2.53039, 2.39302], [5.23543, -3.23909, 3.08956], [5.17627, -1.71457, 2.18804], [3.31688, -3.26402, 0.95280], [4.04903, -4.48959, 1.91730], [2.94126, -5.21807, -0.21375], [4.53887, -5.61524, -0.50107], [4.56329, -3.19475, -1.67289], [2.51075, -4.89906, -2.60348], [4.12569, -5.29970, -2.99323], [2.81931, -2.78604, -4.12384], [3.54256, -4.08545, -4.92860], [6.22807, -4.12646, -3.04625], [6.77668, -3.02927, -4.11874], [6.01098, -4.45055, -4.80707], [0.82459, 3.18156, 3.64909], [1.82032, 3.26428, 4.62185], [1.73273, 4.41924, 5.51942], [2.90912, 4.36677, 6.44335], [4.15875, 4.64204, 5.75038], [5.25679, 4.72987, 6.71139], [6.56431, 4.99772, 5.90006], [6.91639, 3.80103, 5.19376], [8.16286, 3.94168, 4.46100], [-0.09623, 3.28608, 4.22291], [0.86522, 2.17612, 3.23011], [0.85928, 3.98420, 2.91243], [0.81464, 4.49239, 6.10240], [1.75974, 5.36094, 4.97118], [2.80246, 3.42016, 6.97311], [2.74403, 5.12507, 7.20875], [4.27282, 3.83645, 5.15196], [5.40272, 3.79833, 7.25823], [5.13349, 5.52190, 7.45003], [7.36868, 5.39213, 6.52098], [6.47510, 5.80378, 5.17178], [9.02045, 4.05602, 5.12400], [8.11696, 4.62941, 3.61659], [8.37608, 2.94343, 4.07870], [-0.15832, 11.73777, -1.27421], [-0.78088, 10.76263, -0.43206], [0.09600, 9.93708, 0.22780], [-0.63548, 8.73732, 0.88419], [-0.95661, 7.81115, -0.15551], [-1.61547, 6.64558, 0.48928], [-1.09027, 5.29703, -0.11434], [0.27541, 5.11686, 0.22043], [0.67503, 3.84007, -0.20780], [0.36000, 12.48134, -0.66877], [-1.00727, 12.17762, -1.79757], [0.55973, 11.36514, -2.00473], [0.55628, 10.53276, 1.01609], [0.98891, 9.59295, -0.29412], [-1.44631, 9.07072, 1.53188], [0.05993, 8.24832, 1.56638], [-0.11605, 7.66347, -0.69565], [-2.68702, 6.66536, 0.29053], [-1.47349, 6.52334, 1.56306], [-1.20498, 5.30230, -1.19827], [-1.72457, 4.48552, 0.24234], [1.73238, 3.69349, 0.01271], [0.36468, 3.51263, -1.20005], [0.17628, 3.14479, 0.46743], [-0.01095, -6.95745, -2.23012], [1.08591, -7.70864, -2.74274], [1.16653, -7.66283, -4.13673], [2.07447, -8.79720, -4.60534], [3.48008, -8.38428, -4.61732], [4.43840, -9.43688, -5.00441], [4.77588, -10.38298, -3.86458], [4.87014, -9.80281, -2.55810], [5.37128, -10.58657, -1.47507], [-0.05233, -5.88738, -2.43340], [0.00701, -7.16707, -1.16062], [-0.96557, -7.34295, -2.58816], [1.36584, -6.68327, -4.57128], [0.18475, -7.89339, -4.55033], [1.80074, -9.06387, -5.62615], [1.91861, -9.70378, -4.02061], [3.69096, -8.17655, -3.65167], [5.34343, -9.00303, -5.42961], [4.07913, -10.02415, -5.84948], [5.67467, -10.92978, -4.14968], [4.00701, -11.15446, -3.82265], [4.78712, -11.49389, -1.32129], [5.39185, -10.03561, -0.53480], [6.40418, -10.78663, -1.75998], [-5.51090, 2.31403, 7.28034], [-4.26530, 1.80253, 6.94877], [-3.22482, 2.77941, 7.17405], [-1.94550, 2.26801, 6.42295], [-1.43747, 1.13192, 7.15347], [-0.29714, 0.52958, 6.46053], [-0.01426, -0.79946, 7.21665], [-1.13793, -1.64829, 7.04423], [-0.86331, -2.88846, 7.61547], [-5.67564, 3.21975, 6.69671], [-5.62248, 2.57636, 8.33240], [-6.25903, 1.55078, 7.06618], [-2.93774, 2.96829, 8.20847], [-3.42335, 3.76280, 6.74788], [-1.11999, 2.97947, 6.44407], [-2.12451, 2.06846, 5.36643], [-2.13097, 0.40498, 7.25700], [0.56296, 1.19583, 6.52717], [-0.38759, 0.22450, 5.41802], [0.10936, -0.64989, 8.28924], [0.88658, -1.26024, 6.81133], [-0.04854, -3.39601, 7.09908], [-1.80067, -3.44421, 7.59118], [-0.68984, -2.80615, 8.68842], [0.86430, 0.02944, -9.47845], [-0.33702, -0.27870, -8.76397], [-1.31904, 0.67396, -8.84922], [-2.58448, 0.08238, -8.14242], [-2.31602, -0.10220, -6.69607], [-2.51890, 1.13940, -5.96282], [-2.16656, 0.96998, -4.46733], [-0.75658, 0.66335, -4.24569], [-0.41921, 1.00640, -2.90481], [1.42384, -0.87865, -9.70292], [1.48163, 0.71167, -8.89402], [0.64114, 0.40882, -10.47563], [-1.52836, 0.98302, -9.87332], [-1.03190, 1.55824, -8.28028], [-2.80893, -0.92494, -8.49317], [-3.45920, 0.69512, -8.36040], [-1.31684, -0.24964, -6.69296], [-3.51966, 1.56587, -6.03135], [-1.92024, 1.94393, -6.38994], [-2.76174, 0.17778, -4.01315], [-2.39037, 1.92209, -3.98617], [-1.12267, 0.47074, -2.26738], [-0.50092, 2.08477, -2.76861], [0.56340, 0.66490, -2.57930], [-6.79991, 2.82871, 3.34767], [-5.54848, 2.24038, 3.01152], [-5.46934, 0.91004, 3.41661], [-3.94024, 0.57028, 3.35416], [-3.80253, -0.89232, 3.54699], [-3.81336, -1.30626, 4.93850], [-4.65072, -2.61289, 5.05448], [-5.95344, -2.28193, 4.58752], [-6.74578, -3.43703, 4.21952], [-6.98250, 2.76905, 4.42061], [-7.57056, 2.52969, 2.63718], [-6.66093, 3.89043, 3.14385], [-6.07187, 0.28209, 2.76030], [-5.82581, 0.74094, 4.43269], [-3.39412, 1.13737, 4.10800], [-3.55090, 0.78577, 2.35913], [-4.61352, -1.35364, 3.16025], [-4.32018, -0.53388, 5.51699], [-2.82962, -1.40944, 5.39642], [-4.70845, -2.99850, 6.07235], [-4.21665, -3.42920, 4.47713], [-7.65993, -3.11002, 3.72405], [-7.11570, -3.98609, 5.08542], [-6.24461, -4.05986, 3.47855], [-3.26719, 4.60177, 3.26327], [-2.11390, 5.37098, 3.61002], [-2.26926, 6.35339, 4.57525], [-1.16042, 7.41395, 4.45615], [-0.97610, 8.23500, 5.62974], [-2.09179, 9.15390, 5.88833], [-2.21502, 10.31946, 4.87363], [-0.98284, 11.03283, 4.76119], [-0.87200, 11.90840, 3.60477], [-3.79929, 4.16370, 4.10771], [-2.99396, 3.75382, 2.63523], [-4.01760, 5.11986, 2.66615], [-2.13747, 5.90072, 5.55802], [-3.23310, 6.83873, 4.42174], [-1.29355, 7.96919, 3.52766], [-0.23165, 6.86152, 4.31361], [-0.09928, 8.72928, 5.54631], [-1.88747, 9.51520, 6.89620], [-3.03788, 8.61276, 5.90207], [-2.94609, 11.04594, 5.22840], [-2.53739, 9.93392, 3.90640], [-0.87566, 11.38625, 2.64797], [-0.02033, 12.57927, 3.49216], [-1.76392, 12.53347, 3.64797], [3.46702, 0.50665, 4.43586], [3.24159, -0.85283, 4.67676], [2.42367, -1.51945, 3.64799], [2.09224, -2.93542, 4.18835], [1.36412, -3.72055, 3.22004], [0.76538, -4.96802, 3.72552], [-0.24415, -5.53419, 2.78342], [-1.37259, -4.73209, 2.57006], [-2.40849, -5.40478, 1.87676], [4.33634, 0.65688, 3.79571], [3.77787, 0.95549, 5.37927], [2.59369, 1.03867, 4.05856], [2.91838, -1.52604, 2.67675], [1.46861, -0.99795, 3.58481], [1.45431, -2.89246, 5.07113], [3.05018, -3.32099, 4.53733], [0.50916, -3.21525, 3.03616], [0.32594, -4.95290, 4.72290], [1.53421, -5.73375, 3.82881], [-0.49527, -6.56285, 3.04204], [0.30624, -5.65176, 1.84996], [-2.05125, -5.93872, 0.99620], [-3.16005, -4.73613, 1.45707], [-2.94083, -6.14971, 2.46819], [-1.28014, -4.66506, -4.83804], [-1.42482, -3.40865, -5.64067], [-1.55659, -3.66683, -7.15169], [-0.38728, -4.26866, -7.78093], [0.76257, -3.46180, -7.69521], [-2.65529, -2.80946, -5.10421], [-1.15169, -4.41041, -3.78602], [-0.39056, -5.17644, -5.20576], [-2.16756, -5.29709, -4.87164], [-0.57560, -2.76785, -5.40338], [-1.86699, -2.76167, -7.67365], [-2.33344, -4.40782, -7.34018], [0.74519, -2.65774, -8.43092], [1.59756, -4.09084, -8.00378], [1.00107, -3.06484, -6.70848], [-2.71035, -1.93925, -5.61392], [-3.49703, -3.24299, -5.45581], [-5.30220, -3.04091, -2.33569], [-4.01733, -3.04944, -1.55910], [-3.24565, -4.41554, -1.59776], [-4.06850, -5.44880, -1.04749], [-3.82850, -6.84454, -1.52689], [-3.26996, -2.00014, -2.27342], [-5.14713, -3.12401, -3.41140], [-5.83917, -2.10459, -2.18384], [-5.93545, -3.86695, -2.01204], [-4.26462, -2.76246, -0.53705], [-2.34132, -4.35948, -0.99184], [-2.99875, -4.69953, -2.62074], [-4.55671, -7.59522, -1.21985], [-2.80043, -7.12563, -1.29851], [-3.79553, -6.85335, -2.61636], [-2.96780, -2.43887, -3.13150], [-2.38836, -1.87039, -1.79799], [3.94250, 2.13890, -3.12868], [4.58801, 0.89346, -2.46137], [3.45335, 0.07088, -1.72063], [2.85340, 0.83404, -0.70963], [3.59985, 0.88957, 0.48786], [5.19884, 0.15576, -3.56018], [4.75575, 2.77843, -3.47178], [3.24881, 2.64377, -2.45636], [3.31544, 1.93992, -3.99777], [5.34847, 1.24347, -1.76330], [3.87691, -0.84744, -1.31395], [2.69876, -0.23588, -2.44492], [4.00037, -0.02436, 0.92652], [2.90187, 1.32066, 1.20556], [4.34015, 1.68402, 0.39346], [4.63645, 0.34305, -4.37795], [4.93232, -0.79029, -3.32767], [4.89116, -2.23775, -7.45174], [3.99189, -1.10747, -7.99778], [4.16155, 0.29871, -7.33259], [3.73367, 0.38794, -6.02328], [2.27379, 0.33884, -5.87966], [4.17274, -1.03241, -9.46500], [5.92948, -1.96066, -7.63402], [4.69831, -3.13024, -8.04702], [4.78189, -2.47920, -6.39445], [2.97536, -1.43129, -7.77438], [3.63841, 1.01390, -7.96736], [5.23379, 0.49412, -7.31760], [1.92967, 0.21520, -4.85282], [1.76081, -0.48591, -6.37438], [1.89827, 1.27890, -6.28385], [5.15470, -0.95019, -9.68656], [3.78211, -1.85742, -9.89728], [-0.73701, -0.12681, 1.18485], [-1.19410, -1.61764, 1.33073], [-0.34069, -2.48791, 0.33974], [-0.59391, -2.10720, -1.00185], [0.43198, -2.46049, -1.89822], [-1.03635, -2.00960, 2.73729], [-1.05423, 0.34135, 0.25302], [0.34708, -0.09552, 1.07596], [-1.06212, 0.51212, 2.00593], [-2.22722, -1.72361, 0.99979], [-0.54835, -3.55469, 0.42326], [0.71305, -2.52363, 0.61623], [0.06440, -2.38384, -2.92150], [0.66484, -3.50117, -1.67269], [1.35935, -1.89414, -1.81262], [-1.70843, -1.46882, 3.26262], [-1.28003, -2.98972, 2.74648], [-5.85413, 1.22619, -1.84520], [-4.47209, 1.67445, -1.51479], [-4.45501, 2.86888, -0.55873], [-5.27552, 3.91009, -1.09337], [-4.89938, 5.18122, -0.67839], [-3.71694, 0.53863, -1.00151], [-6.34177, 1.99277, -2.44742], [-6.43593, 1.05020, -0.94042], [-5.85843, 0.31114, -2.43746], [-4.04298, 2.01463, -2.45726], [-3.43949, 3.24009, -0.42076], [-4.87388, 2.65073, 0.42364], [-3.90048, 5.40051, -1.05550], [-4.96718, 5.28237, 0.40479], [-5.53356, 5.99035, -1.04061], [-3.99168, 0.18186, -0.09744], [-3.72078, -0.25583, -1.62514]], "multiplicity": 1, "e_homo_ev": -8.242, "total_charge": 0, "max_force_ev_per_a": 2.9}